DFT (ωB97M-V/def2-TZVPD) results for C56H41Cl4IrN8 as an isolated structure in a non-equilibrium geometry.

## Properties
Energy: -123589.522 eV
Orbital gap (spin up / spin down): 0.1756 / 0.1756 Ha
Highest occupied orbital energy (spin up / spin down): -6.672 / -6.673 eV

```
110
Properties=species:S:1:pos:R:3:forces:R:3
C 4.87820 2.38265 -2.26925 -0.09 0.12 -0.08
N 1.12573 1.67573 -0.04189 0.00 0.12 0.10
C 5.15719 -5.94436 -0.82536 -0.34 0.29 -0.11
Cl -3.65006 -6.13443 5.85804 -0.08 -0.18 0.12
C 0.34666 3.27472 3.25675 0.08 0.28 0.31
C 3.37600 3.37490 -3.84765 -0.05 -0.09 0.13
C 2.40337 -1.79757 -2.10877 -0.31 -0.88 1.47
H 1.89064 -5.43065 -0.19809 0.05 -0.01 0.05
C 4.44060 4.03283 -4.44334 0.16 0.07 -0.06
H 5.04317 1.73401 -1.42143 0.03 -0.08 0.08
H 4.28500 4.67494 -5.29704 -0.01 0.04 -0.05
C 1.96911 3.71863 -0.60250 -0.26 0.55 0.90
C 5.94453 3.04417 -2.84286 0.05 0.05 -0.06
C 1.63303 3.68499 3.61062 -0.17 -0.10 0.06
C -3.70302 -3.93460 4.30749 -0.03 -0.14 0.13
H -1.14337 1.37354 4.58599 0.01 0.07 0.11
N 5.92085 -0.10272 5.40439 0.30 0.05 0.32
H 3.65104 -7.07878 0.18990 -0.01 -0.06 0.02
C 3.33092 -1.25687 3.42925 0.04 0.07 0.05
C -1.93840 -3.33072 2.77184 -0.36 -0.40 0.34
C 5.21265 -0.17289 4.50479 0.32 0.04 0.36
C 2.42775 -0.40591 1.35066 -0.80 -0.05 -0.57
N 0.41810 -2.30664 0.09716 -0.17 -0.35 -0.49
H -1.47620 2.00249 0.12752 -0.03 0.03 0.00
C 4.47538 -3.83160 -1.71753 -0.70 0.12 0.11
C -2.33745 2.23088 -0.49444 0.12 -0.02 0.14
C 2.52687 1.75696 -2.06800 -0.39 -0.44 0.44
Cl 6.37803 -7.13648 -0.59004 0.15 -0.08 0.10
H 1.63082 -2.06924 2.45831 -0.09 -0.05 -0.03
C -0.66486 -2.86779 0.71745 -0.20 0.43 0.44
C 0.85613 -3.20603 -0.82416 1.19 0.78 0.42
H -1.84520 -4.69337 0.28507 -0.14 -0.14 0.07
C -3.03935 2.31731 -2.80600 -0.11 0.00 -0.13
Cl 7.05251 4.67867 -4.67772 0.12 0.10 -0.09
C 0.74920 5.04480 5.36353 -0.02 -0.15 -0.27
C 3.86628 -6.17365 -0.35817 0.44 -0.21 -0.09
C -1.25866 -2.37298 1.89943 0.76 0.89 -0.59
H 2.47209 4.48619 -1.15622 0.10 0.14 -0.16
N -0.37506 -0.07408 1.71169 0.24 0.29 -0.15
H -4.65165 -3.72406 4.77585 -0.08 0.02 0.05
C -3.01048 -5.08696 4.64470 0.10 0.15 -0.19
C 3.14320 -0.21397 -3.50342 0.24 -1.19 -0.24
H 3.28008 -1.94840 4.25693 0.02 -0.08 0.08
C -1.39745 0.61907 -2.04626 -0.32 0.17 0.07
C -1.04343 -1.06218 2.37768 -0.03 -0.76 -0.52
C -3.16346 -3.06054 3.38615 0.14 -0.06 -0.26
C -0.35998 1.03242 2.52578 0.29 -0.11 -0.82
H 3.57858 0.31230 -4.33186 0.05 0.11 -0.11
H -2.85409 3.38762 -2.93309 -0.06 -0.04 -0.09
C -1.02140 0.71830 3.74635 -0.39 -0.74 0.28
N -2.11259 1.76875 -1.84477 0.23 -0.08 -0.05
H -2.46741 3.31284 -0.51794 -0.05 0.02 0.05
N 2.01178 -0.60808 -1.57396 -0.51 0.08 -0.24
C 0.84901 2.56440 0.96433 -0.47 -0.93 0.30
H 6.93863 2.92530 -2.44137 0.12 0.01 -0.03
C -1.45204 -0.57411 3.64894 0.12 0.86 0.48
H 3.53654 1.24372 0.51157 -0.05 0.06 -0.04
H 3.40050 -2.34991 -4.00415 0.10 -0.09 -0.07
H -1.98112 -1.12912 4.39615 -0.04 -0.09 0.16
H -1.76999 -0.08840 -0.29628 -0.02 0.11 -0.12
H 0.46620 -1.10429 -3.80547 0.01 0.01 0.04
C 2.51933 0.37839 -2.37438 -0.37 0.51 0.64
H -3.70335 -2.15998 3.13319 -0.01 0.08 -0.04
C -0.73698 3.78711 3.96697 0.16 0.03 -0.20
C 4.38089 0.62195 2.35011 0.04 -0.06 0.15
H 2.38052 3.51043 -4.24325 -0.14 0.00 -0.03
H 1.20863 4.74586 1.18014 0.01 0.14 0.06
H -4.06449 2.18627 -2.43967 0.02 0.03 -0.09
C -0.99101 -4.08200 0.06975 0.54 -0.53 -0.83
Cl 1.00291 6.14732 6.67152 -0.01 0.08 0.13
H 0.03689 -5.10414 -1.60211 0.03 -0.13 -0.05
C 2.40230 -1.31376 2.40988 0.11 -0.03 0.05
H 6.47793 -4.56602 -1.79541 0.06 0.00 -0.04
C -0.61293 -0.99529 -3.68092 -0.08 -0.21 -0.06
H -2.94618 1.81481 -3.76359 -0.03 0.02 -0.01
H 2.83801 4.86629 4.92507 0.10 0.04 0.07
H 5.13708 1.39422 2.35090 0.11 0.02 -0.05
C 5.46242 -4.75620 -1.48277 0.17 -0.46 0.10
C 5.71910 3.86198 -3.93937 -0.17 -0.07 0.10
H 0.57193 1.19652 -4.41618 -0.03 0.06 0.01
C 3.45677 0.53820 1.32641 0.11 -0.04 0.01
C 1.86768 2.34973 -0.98020 -0.09 -0.96 -0.43
C -0.53891 4.66505 5.01864 0.03 0.09 0.15
C -1.80892 -5.39552 4.02523 -0.19 -0.12 0.14
C -0.48307 1.38524 -4.19176 -0.02 0.15 -0.13
C 2.87993 -5.24789 -0.58944 -0.11 0.61 -0.30
H -1.74015 3.51113 3.67422 -0.08 -0.04 0.05
H -3.22851 1.77471 -0.04830 -0.07 0.04 0.02
H -0.34456 -4.75341 2.61589 0.08 -0.02 0.00
H -1.37458 5.05454 5.57944 -0.08 0.06 0.01
C 3.07044 -1.58132 -3.33022 0.74 1.11 -0.57
C 2.14181 -3.05607 -1.46890 -1.76 2.07 -0.39
C 3.13650 -4.05074 -1.30621 1.18 -1.59 -0.30
C -0.02771 -4.29208 -0.90147 -0.91 -0.57 0.85
C 1.33656 3.85086 0.60247 0.54 0.42 -0.93
C 3.58172 2.54064 -2.75777 0.16 0.16 -0.14
N -0.97471 0.35388 -3.30953 0.13 0.13 0.10
N -1.14095 -0.21554 -1.08278 0.14 -0.22 0.43
C 0.22662 2.26488 2.19303 0.20 -0.36 -0.65
H -0.95965 -1.67977 -2.91215 0.06 -0.04 -0.01
C 1.83946 4.56198 4.65516 -0.02 0.16 0.14
C -1.29096 -4.53083 3.08563 -0.06 0.35 -0.04
C 4.31551 -0.27043 3.41849 -0.52 -0.09 -0.57
H 2.47264 3.27790 3.06601 0.11 -0.02 0.02
H -0.57517 2.35460 -3.70967 0.08 0.06 -0.03
H -1.27431 -6.29271 4.28970 0.02 -0.14 0.06
H 4.72959 -2.90101 -2.19944 0.09 0.04 0.04
Ir 0.83177 -0.34385 0.06502 0.47 0.74 0.58
H -1.03877 1.40190 -5.13417 0.02 0.01 -0.01
H -1.09857 -1.24155 -4.62921 0.05 -0.02 -0.04
```
Positions in Å, forces in eV/Å.

***

DFT (ωB97M-V/def2-TZVPD) results for C56H43AsBr3ClN3O5STeW as an isolated structure in a non-equilibrium geometry.

## Properties
Energy: -376915.657 eV
Orbital gap (spin up / spin down): 0.2167 / 0.2325 Ha
Highest occupied orbital energy (spin up / spin down): -10.193 / -10.194 eV
Total charge: +1
2S+1: 3

```
115
Properties=species:S:1:pos:R:3:forces:R:3
C 3.23043 -3.23651 1.05537 -0.10 0.10 -0.11
Br -7.32117 -1.88966 2.94080 0.04 -0.02 0.03
C 3.23077 3.61062 -1.30231 0.14 -0.31 -0.05
H -0.27397 6.47865 0.48964 0.02 -0.06 0.02
H -0.92380 -0.97292 2.20028 0.44 0.16 0.14
C 0.75761 -4.00692 7.03534 0.03 -0.01 -0.04
C 0.73451 -4.13763 -0.86004 0.01 0.01 0.03
C -2.91491 -2.56076 -3.53735 0.11 0.01 0.01
H -2.42682 2.82935 2.42185 0.02 -0.04 -0.02
H -0.87194 -0.76764 -5.09971 0.03 0.11 0.00
H 0.86082 -4.12546 0.21386 -0.07 -0.02 0.05
C -2.46214 1.74736 -3.47217 -0.05 -0.06 0.00
C 0.43179 -4.19112 -3.62088 -0.04 -0.01 -0.12
C -1.41019 0.16167 -4.94552 0.09 -0.11 -0.02
C 1.07783 -3.12692 -3.01657 0.10 -0.08 0.08
C 4.16512 -2.27582 -2.51492 -0.05 0.03 -0.04
H -3.27458 3.50090 -4.39547 0.03 -0.04 -0.01
C -3.16020 -2.02409 2.95380 -0.03 -0.05 -0.26
H -0.35270 -4.29169 8.85256 -0.02 -0.02 -0.06
C 1.52460 2.35897 -4.17235 -0.43 0.34 0.23
H -2.72589 2.05792 -2.47335 -0.06 0.05 0.13
H 3.49092 -2.97245 -2.98811 0.07 -0.07 -0.02
C 2.21144 -1.28431 2.02486 -0.02 0.09 -0.03
H 1.65156 -3.66249 5.12011 0.13 0.02 -0.13
C 2.77637 -1.61764 3.25493 0.00 0.06 0.17
C 0.08864 -5.20717 -1.47112 -0.02 -0.10 0.05
Br 1.88051 7.49470 -0.93206 -0.02 -0.04 0.03
C -0.92566 4.56827 1.18568 -0.18 0.31 0.20
H 0.31631 -4.21015 -4.70033 0.02 -0.01 0.10
C -5.17150 -2.78828 -1.94509 0.02 -0.01 -0.02
H -2.55508 -3.73659 7.82241 0.07 0.02 -0.03
C -2.82854 -1.13578 1.92005 0.23 -0.14 0.27
C -1.80138 0.54219 -3.66934 0.33 0.19 0.29
H 4.24617 0.12070 -0.12852 0.03 0.08 0.04
C 5.49816 -2.23845 -2.90187 0.05 -0.01 -0.01
C -2.99628 -1.85972 -2.34000 0.12 -0.13 0.40
H -1.38369 0.69571 -7.02580 -0.03 -0.02 0.08
H 2.60739 2.31728 -4.17759 0.13 0.00 0.02
O 1.38381 0.29060 -3.07467 0.41 0.07 -0.53
Br 4.71494 2.75523 -2.08065 -0.03 0.18 -0.01
C 1.02548 1.46911 -3.06103 -0.20 -0.55 -0.21
H 7.41352 -1.31631 -2.61797 -0.06 0.00 0.02
Cl 1.00616 4.05447 -4.03889 0.02 -0.05 0.01
H -0.27523 -6.03049 -0.86627 -0.03 0.09 -0.04
H -0.98490 1.89067 2.81982 0.08 0.00 0.06
H -3.82935 2.56406 -0.00093 0.08 0.02 -0.10
C 2.26691 2.83901 -0.71212 -0.11 0.17 0.06
C 0.74285 -3.66993 5.69619 -0.04 0.01 -0.07
H -4.83450 1.96673 1.32891 -0.02 -0.01 0.02
C -1.58411 2.28239 1.99900 -0.04 0.33 0.01
H -5.96050 0.02361 1.21329 0.12 -0.09 0.02
N -0.88103 -2.86536 3.88679 0.19 -0.01 -0.12
C -0.41666 -4.03193 7.80282 -0.07 0.01 0.06
C -3.96394 -3.37392 -3.93444 -0.11 -0.04 -0.02
C -5.09953 -3.48720 -3.14085 0.01 0.06 0.05
C 1.23069 -3.09657 -1.62903 -0.42 0.45 -0.14
O 0.23516 1.89806 -2.12890 0.31 -0.08 -0.20
H -0.62356 -6.04047 -3.31196 0.10 0.02 0.01
C 1.13264 3.46985 -0.15289 0.18 0.15 -0.05
C -4.39520 1.71150 0.36414 0.13 0.00 -0.16
C -0.48903 -3.33018 5.14050 -0.13 0.08 0.04
H 4.32681 -4.50664 2.38637 -0.02 0.08 0.00
As 1.89135 -1.45313 -0.81804 1.49 -2.09 0.03
H 5.85035 -2.91638 -3.66907 -0.01 0.02 0.00
C -2.24798 -2.65575 3.94571 0.08 0.04 0.26
C 3.52254 -2.77833 3.38594 -0.02 0.10 0.10
H -0.29100 -2.92307 3.07157 -0.16 0.08 -0.08
C -0.08357 -5.22469 -2.84542 -0.01 -0.02 0.00
O -1.53109 -0.91997 1.45407 -1.00 -0.25 0.19
H -1.73613 4.96456 1.78254 -0.01 -0.04 -0.04
C 3.71434 -1.41652 -1.52514 -0.18 0.52 -0.01
W 0.56555 0.66389 -0.42124 0.58 0.69 2.49
H -5.18207 1.47199 -0.35287 -0.01 -0.02 0.02
C 6.37526 -1.34327 -2.30790 0.06 -0.01 -0.01
H -1.95323 1.45142 1.41309 0.06 -0.07 0.07
H 3.86682 5.59458 -1.85699 0.03 -0.04 0.00
H 3.94945 -3.03709 4.34872 -0.02 0.05 -0.06
C -2.37146 2.18346 -5.83534 0.02 -0.01 0.04
S 1.23806 0.19966 1.93680 -0.44 -0.03 -0.94
H -5.92411 -4.11757 -3.45069 0.06 0.02 0.00
C 5.92355 -0.49001 -1.30994 0.01 -0.06 -0.03
C 2.45097 -2.09022 0.92163 -0.09 0.01 0.10
C 4.59650 -0.53214 -0.91460 0.04 -0.06 0.00
C -0.10553 5.40869 0.49444 -0.09 0.08 0.12
O 2.30360 1.49811 -0.64278 0.04 0.26 -0.24
H 3.44537 -3.81993 0.16983 0.05 -0.14 0.02
C -5.49713 -1.55191 2.58052 -0.15 0.01 0.00
C 3.10504 5.00863 -1.36369 0.12 0.02 -0.01
C -0.74388 3.17921 1.15549 -0.23 -0.54 0.15
C -4.51833 -2.24723 3.23473 0.15 -0.18 0.09
N 0.19323 2.62191 0.39842 0.33 1.37 0.17
H -6.04926 -2.86177 -1.31229 0.06 -0.04 -0.05
H -4.76726 -2.95999 4.00558 0.02 0.03 0.01
C 2.02210 5.61515 -0.81057 0.00 0.27 -0.04
C -4.11371 -1.98247 -1.53529 0.03 0.03 0.07
C -3.84644 -0.35718 1.34987 0.00 0.01 0.25
H 1.48365 -2.31874 -3.61127 -0.15 0.09 -0.09
C -2.75654 2.56271 -4.55470 -0.01 -0.03 -0.07
H 2.63621 -0.94424 4.09424 -0.02 -0.15 0.02
O -3.46829 0.63389 0.49795 -0.21 0.02 -0.41
C 3.73985 -3.60098 2.28793 0.09 -0.11 -0.05
H 1.70132 -4.24943 7.50924 -0.05 -0.03 -0.05
Te -1.22038 -0.67899 -2.01878 -1.68 -0.63 -1.72
C -1.63797 -3.71859 7.24561 -0.04 -0.01 0.03
H -2.58798 2.82590 -6.68074 0.01 -0.04 0.05
H 1.14800 1.97379 -5.11356 -0.03 -0.12 -0.08
H -3.88940 -3.92843 -4.86301 -0.01 0.07 0.04
C -1.69656 0.98528 -6.02856 -0.06 0.03 -0.05
C -1.66268 -3.35584 5.89798 0.05 0.01 -0.12
C 1.00891 4.86799 -0.16273 0.12 -0.25 -0.08
H -4.18372 -1.47744 -0.59006 0.02 0.08 0.02
H -2.03459 -2.46875 -4.15810 0.00 -0.12 -0.02
H 6.60270 0.21332 -0.84405 -0.01 -0.04 0.02
C -5.17368 -0.56345 1.67086 -0.19 0.03 -0.14
N -2.72533 -2.93612 5.12810 -0.11 0.08 -0.02
```
Positions in Å, forces in eV/Å.